Density functional theory data (ωB97M-V/def2-TZVPD) for the molecule C5H14N2 at a distorted geometry.

Summary:
Calculated total energy (hartree): -308.3706
Spin multiplicity: 1
Energy relative to the best compared isomer or geometry (same formula, charge and spin) (kcal per mole): 32.9
SMILES: C[C@@H](N)CN(C)C
HOMO level (eV): -8.7263

XYZ file:
```
21
Properties=species:S:1:pos:R:3:forces:R:3
N 1.076262 -1.678153 1.843473 -0.87 0.56 0.43
C 0.215765 -1.172357 0.733927 1.30 -0.97 -1.25
C 0.618396 -1.948499 -0.556857 -1.04 -0.58 1.05
C 0.365103 0.317103 0.468498 -0.19 0.18 2.25
N -0.655352 0.792382 -0.437824 0.48 1.05 -0.92
C -1.385322 1.927660 0.090782 -0.86 -0.49 1.34
C -0.102559 1.206026 -1.735261 0.28 -0.40 0.43
H 0.490674 -2.390426 2.276959 0.46 -0.41 -0.13
H 1.080704 -0.995176 2.605421 0.22 0.21 -0.31
H -0.819788 -1.456417 0.911428 -0.28 0.58 0.17
H -0.276171 -2.106426 -1.163346 0.22 0.39 -0.36
H 0.914157 -2.957684 -0.256292 0.31 0.15 -0.12
H 1.408871 -1.444272 -1.087548 0.28 -0.03 -0.27
H 1.397228 0.629643 0.256228 -0.03 -0.44 -0.75
H 0.274523 0.803686 1.459897 -0.54 0.05 -0.21
H -2.062539 1.621149 0.897330 0.18 -0.30 0.08
H -0.746361 2.681142 0.566264 0.14 0.31 -0.49
H -2.078881 2.336517 -0.630858 0.27 0.31 -0.49
H 0.732067 0.606651 -1.994074 0.65 -1.20 -0.21
H 0.391960 2.183908 -1.742189 -0.71 0.52 0.09
H -0.838740 1.043544 -2.505958 -0.28 0.53 -0.33
```
Forces are in eV/Å.

---

Density functional theory data (ωB97M-V/def2-TZVPD) for an isolated ion of composition C2H8N3O2 and charge +1 at a distorted geometry.

Summary:
Calculated total energy (hartree): -395.1853
Total charge: +1
Spin multiplicity: 3
Energy relative to the best compared isomer or geometry (same formula, charge and spin) (kcal per mole): 76.7
HOMO level (alpha / beta) (eV): -12.7064 / -15.4544

XYZ file:
```
15
Properties=species:S:1:pos:R:3:forces:R:3
C -0.903814 -1.103376 -0.851264 0.10 3.31 0.27
C -1.848458 0.506933 0.596316 -1.12 -1.49 -0.11
N 2.870086 0.945382 0.140968 8.02 0.59 -1.54
N 1.359076 -0.596318 -0.285689 -1.53 -3.49 -1.38
N 1.702057 0.567093 0.203868 -10.02 2.98 3.64
O 0.169922 -1.169590 0.110960 3.87 0.17 1.37
O -1.385929 0.186184 -0.734181 -0.39 0.58 -0.18
H 0.790214 1.119266 0.567503 2.64 -1.37 -1.09
H -1.646825 -1.743909 -0.429501 -0.06 -1.44 -0.46
H -0.369016 -1.126798 -1.785894 -0.99 -0.98 -0.87
H -2.655527 1.223021 0.581200 -0.02 0.41 -0.61
H -1.036360 0.939825 1.177451 -0.08 -0.39 0.38
H -2.345546 -0.421053 1.034371 1.08 1.07 -0.04
H 3.247023 1.829634 0.490830 -1.20 -0.23 0.26
H 2.053098 -1.156290 -0.816933 -0.30 0.29 0.36
```
Forces are in eV/Å.